# 1
{
  "formula": "C4H4ClF",
  "method": "ωB97M-V with the def2-TZVPD basis set",
  "species": ["F", "C", "C", "C", "C", "Cl", "H", "H", "H", "H"],
  "coordinates": [[0.679, 2.702, -0.938], [0.079, 2.025, 0.149], [0.339, 0.617, 0.198], [0.285, -0.586, 0.380], [-0.026, -1.995, -0.025], [-0.606, -2.480, -1.673], [0.475, 2.586, 1.049], [-1.013, 2.222, 0.027], [0.761, -2.676, 0.110], [-0.973, -2.414, 0.723]],
  "forces_ev_per_angstrom": [[-0.0309, -0.7090, 0.2449], [-0.0482, 2.4745, 0.3777], [-0.2234, -1.6403, 0.4755], [-0.4674, -0.1906, -2.3571], [-3.5206, -0.5429, 2.9656], [0.1416, 1.0092, 0.1966], [-0.6201, -0.9033, -0.7214], [0.7418, -0.2720, 0.2936], [1.1839, -0.5534, 0.5316], [2.8432, 1.3279, -2.0071]],
  "nbo_charge": [-0.3614, -0.0327, -0.0134, -0.0008, -0.4357, -0.0447, 0.2084, 0.2048, 0.2324, 0.2430],
  "smiles": "FCC#CCCl",
  "gap_ev": 10.75,
  "e_tot_ha": -714.76292
}

# 2
{
  "formula": "C25H44BIN2O9PS2",
  "method": "ωB97M-V with the def2-TZVPD basis set",
  "species": ["C", "C", "O", "C", "O", "C", "C", "B", "O", "C", "C", "C", "P", "N", "N", "C", "O", "O", "C", "C", "C", "C", "C", "C", "I", "C", "C", "H", "H", "H", "H", "H", "H", "H", "H", "H", "H", "H", "H", "H", "H", "H", "H", "H", "H", "H", "H", "H", "H", "H", "H", "H", "H", "H", "H", "C", "C", "C", "S", "O", "O", "C", "H", "H", "H", "H", "H", "H", "H", "H", "C", "C", "C", "S", "O", "O", "C", "H", "H", "H", "H", "H", "H", "H", "H"],
  "coordinates": [[2.563, 1.194, 5.579], [2.728, 2.258, 4.651], [1.866, 3.409, 4.759], [0.957, 3.519, 3.677], [-0.010, 4.330, 3.717], [1.105, 2.674, 2.331], [2.347, 3.011, 1.439], [3.460, 4.172, 1.834], [4.771, 3.760, 2.238], [2.945, 5.708, 1.687], [3.831, 6.763, 2.524], [2.501, 2.223, 0.111], [4.059, 2.658, -0.934], [5.422, 2.124, -0.229], [1.544, 1.192, -0.320], [1.881, 0.518, -1.602], [3.070, -0.342, -1.501], [3.202, -0.817, -0.229], [0.366, 0.875, 0.482], [-0.682, -0.253, -0.020], [-0.073, -1.667, 0.448], [0.372, -2.643, -0.743], [0.072, 1.583, 1.861], [-1.201, 1.304, 2.774], [-2.951, 2.254, 1.801], [-1.457, -0.231, 3.157], [-0.181, -0.933, 3.869], [1.549, 0.796, 5.929], [3.493, 0.711, 6.039], [3.585, 2.147, 3.892], [5.459, 4.409, 1.978], [1.879, 5.730, 2.141], [2.809, 6.020, 0.587], [4.138, 7.691, 1.918], [4.817, 6.266, 2.847], [3.205, 7.085, 3.429], [4.056, 4.097, -1.082], [4.027, 2.052, -2.230], [5.982, 2.974, -0.052], [1.056, -0.142, -2.027], [2.052, 1.352, -2.384], [4.179, -0.782, -0.055], [-0.812, -0.231, -1.169], [-1.744, -0.056, 0.390], [0.879, -1.465, 1.074], [-0.871, -2.236, 1.052], [0.971, -3.504, -0.248], [-0.501, -3.155, -1.282], [1.070, -2.179, -1.518], [-1.111, 1.871, 3.777], [-2.283, -0.223, 3.969], [-1.861, -0.883, 2.315], [0.513, -1.458, 3.130], [0.419, -0.227, 4.533], [-0.611, -1.754, 4.561], [-4.461, -5.712, -1.045], [-5.011, -4.517, -1.825], [-4.911, -3.291, -0.915], [-3.539, -3.599, 0.191], [-4.050, -3.717, 1.538], [-2.444, -2.708, -0.141], [-3.160, -5.232, -0.417], [-4.300, -6.577, -1.690], [-5.171, -6.001, -0.262], [-4.407, -4.359, -2.723], [-6.041, -4.684, -2.148], [-4.719, -2.382, -1.486], [-5.811, -3.167, -0.310], [-2.819, -5.864, 0.403], [-2.373, -5.134, -1.169], [-1.196, -0.695, -5.976], [-1.251, 0.093, -4.666], [-2.361, -0.518, -3.809], [-2.481, -2.236, -4.296], [-3.767, -2.448, -4.916], [-1.996, -3.073, -3.221], [-1.240, -2.164, -5.576], [-0.297, -0.463, -6.551], [-2.066, -0.448, -6.592], [-0.291, 0.002, -4.145], [-1.429, 1.157, -4.841], [-2.128, -0.461, -2.746], [-3.324, -0.044, -4.004], [-1.515, -2.825, -6.398], [-0.291, -2.482, -5.139]],
  "forces_ev_per_angstrom": [[0.1651, 1.7429, -1.3920], [0.7166, -3.1937, 2.7061], [-1.2249, -1.7928, -3.7937], [-3.3148, 2.5335, 0.0926], [4.1885, -3.3442, 0.0132], [0.8941, -2.1503, -2.7270], [-2.1848, -3.3889, -1.5051], [1.0711, 0.1603, 0.0543], [-2.3690, 1.0007, -1.3783], [-0.2618, 0.2942, 0.5644], [0.1841, -0.0040, -0.3124], [-2.1073, 0.5815, 2.4611], [2.7243, -1.0609, 1.3804], [-1.7091, 1.3431, -1.0276], [-0.8508, 1.8797, 3.1435], [-0.4454, -0.3929, -1.0882], [-0.8295, 2.3149, -2.2847], [0.8191, -1.0223, 2.4614], [-0.2266, 1.0824, 1.1041], [0.6548, 0.3948, -0.2635], [0.5483, -0.6064, -0.1518], [0.2364, -0.9074, 0.3607], [3.1336, 1.7964, -1.0930], [1.0005, -0.5473, 0.2521], [0.7642, -0.4740, 0.4240], [-0.2438, -0.1301, 1.0962], [-0.6362, -0.5673, 0.1475], [1.5739, 1.5200, 0.2363], [-1.4236, 0.0561, -1.6211], [-1.1365, 1.3573, 1.4879], [-0.6158, -0.2785, 0.6992], [1.4897, -0.0812, -0.9142], [0.2156, -0.5357, 1.5145], [-0.7041, -1.4230, 0.9053], [-1.5434, 0.8802, -0.1394], [1.3010, -0.4008, -1.2406], [-0.6682, -0.8308, -0.1379], [-0.9549, 0.5353, 0.5316], [-0.1423, -0.7461, 0.2206], [0.7560, 1.0591, 1.1776], [0.1253, -1.5589, 1.2721], [-0.9832, 0.2741, -0.3993], [0.4376, 0.0917, 1.8799], [1.9986, -0.1465, -0.4378], [-1.6132, -0.3473, -0.8920], [1.6599, 1.1387, -0.8169], [-0.8346, 1.4137, -0.8224], [1.2181, 1.1782, 0.8371], [-0.8989, -0.4861, 1.0902], [0.1025, -0.7286, -1.9124], [1.2056, 0.1806, -1.4546], [0.6538, 1.0552, 1.0634], [-0.9170, 0.9363, 1.0168], [-0.8735, -0.8123, -1.0644], [0.7655, 1.2903, -1.1350], [-0.2144, -0.0566, 0.0596], [0.0120, -0.1128, -0.3363], [-0.4047, 0.1767, -0.3671], [-0.3122, -0.4187, -0.3294], [0.3907, 0.3526, -0.0752], [-0.7812, 0.0321, 0.4380], [0.1732, -0.4280, -0.1401], [0.0092, 0.0800, 0.0832], [0.1035, -0.0282, -0.0355], [-0.0563, 0.0088, 0.1134], [0.0989, 0.0575, 0.0522], [0.0457, -0.0145, 0.1928], [0.1815, 0.0184, 0.0848], [0.0277, 0.2045, 0.0539], [-0.0544, 0.0937, 0.0583], [-0.0346, 0.1034, -0.1219], [0.1047, 0.1841, -0.0247], [0.0403, 0.5871, 0.1876], [0.1737, -0.2238, -0.1609], [0.1807, -0.1349, 0.4035], [-0.4492, -0.0348, -0.1825], [0.3017, 0.0816, -0.3566], [-0.1024, -0.0399, 0.0262], [0.0899, -0.0421, 0.0298], [-0.0311, -0.0305, -0.0488], [0.0144, -0.0988, 0.0453], [-0.2374, -0.1837, -0.0532], [0.0342, -0.1632, 0.0114], [-0.0788, -0.0614, 0.1838], [-0.1163, -0.0420, 0.0194]],
  "mulliken_charge": [-0.7629, 0.3102, -0.2934, -0.0612, -0.5437, 0.3330, 0.5014, 0.7241, -0.6908, -0.3041, -1.0351, -0.3623, 0.1675, -0.6400, 0.5244, -0.1425, -0.2401, -0.2728, 0.1946, 0.7018, -0.0020, -0.9441, 0.4486, -1.4177, 0.0773, 0.1661, -0.3443, 0.2225, 0.2650, 0.1456, 0.2998, 0.2489, 0.3573, 0.2961, 0.1949, 0.2918, 0.1558, 0.1220, 0.2293, -0.7123, 0.4562, 0.3684, -0.6553, 0.3824, 0.2019, 0.2887, 0.3327, 0.0388, 0.1561, 0.7062, 0.5132, -0.1739, 0.1796, -0.3544, 0.4162, -0.7834, -0.2479, -0.7060, 0.9539, -0.7772, -0.5024, -0.5821, 0.3896, 0.2964, -0.0072, 0.3819, 0.2686, 0.4576, 0.5129, 0.2331, -0.7027, -0.1621, -0.0032, 1.1686, -0.7140, -0.5557, -0.8819, 0.3872, 0.3151, -0.2008, 0.4372, -0.3186, 0.4685, 0.4727, 0.3362],
  "total_charge": 1,
  "gap_ev": 6.93,
  "e_tot_ha": -3225.30136
}